54
Properties=species:S:1:pos:R:3:forces:R:3 method="wB97M-V/def2-TZVPD" e_tot_ha=-5154.38914 lumo_energy_ev="2.3 / 1.3" homo_ev="-4.34 / -4.91" charge=-1 orbital_gap_ev="6.691 / 6.220" spin_multiplicity=2
Mg -0.100280 -0.195959 -0.645307 -0.440 0.462 0.056
C 6.661635 -3.708724 0.987444 -0.008 0.045 0.048
C 5.859076 -4.391564 -0.128642 -0.059 0.042 -0.014
C 5.735558 -5.877406 0.210585 0.020 -0.041 0.018
C 6.639483 -4.267067 -1.443841 0.009 -0.004 -0.077
C 4.491175 -3.717175 -0.266076 -0.012 0.010 0.017
C 4.407680 -2.375499 -0.634873 0.015 -0.022 0.014
C 3.175489 -1.776678 -0.750994 -0.040 0.006 -0.001
Br 3.096506 0.051898 -1.284211 0.020 0.004 -0.022
C 1.937995 -2.426281 -0.519283 -0.133 0.159 -0.081
O 0.811834 -1.794145 -0.684923 0.538 -0.469 0.071
C 2.023694 -3.779457 -0.123836 0.106 -0.153 0.043
C 3.288907 -4.367957 -0.022426 -0.060 -0.018 -0.009
C 0.809205 -4.678353 0.189141 0.055 0.091 -0.009
C 0.983389 -5.292027 1.589093 -0.011 -0.018 0.038
C -0.555892 -3.976932 0.182592 -0.026 -0.051 0.017
C 0.750196 -5.807667 -0.850676 0.000 -0.031 -0.034
H 7.653696 -4.161954 1.082004 -0.033 0.006 -0.002
H 6.144507 -3.803128 1.945330 0.012 0.002 -0.028
H 6.793930 -2.643439 0.785399 -0.006 -0.043 -0.003
H 6.733126 -6.319604 0.282245 -0.025 0.014 -0.006
H 5.180880 -6.420985 -0.557936 0.016 0.023 0.009
H 5.233385 -6.033486 1.168236 0.014 0.018 -0.022
H 7.627758 -4.727338 -1.344974 -0.032 0.008 -0.007
H 6.783600 -3.223179 -1.730581 -0.013 -0.044 0.027
H 6.106299 -4.765023 -2.257668 0.014 0.020 0.033
H 5.296939 -1.789415 -0.836741 -0.036 -0.023 0.011
H 3.324296 -5.410778 0.263514 -0.011 0.017 -0.002
H 1.050846 -4.504672 2.343693 -0.004 -0.022 -0.025
H 1.876236 -5.915561 1.671284 -0.026 0.031 -0.022
H 0.117672 -5.917388 1.826358 0.025 0.013 -0.002
H -0.612217 -3.165658 0.907124 0.033 -0.025 0.009
H -1.313447 -4.722241 0.446683 -0.002 0.024 -0.002
H -0.809341 -3.556280 -0.786962 0.024 -0.038 -0.001
H 1.669950 -6.397514 -0.868787 -0.025 0.024 0.015
H 0.594465 -5.395225 -1.850216 0.007 -0.008 0.025
H -0.082258 -6.481478 -0.625632 0.018 0.016 -0.010
S -3.033021 3.438974 -0.038823 0.026 -0.037 -0.075
Sb -2.663941 1.530935 -1.260623 0.104 0.173 0.164
S -0.545824 1.525316 -2.335218 0.020 -0.039 0.049
S -2.437149 -0.389231 0.081235 -0.034 -0.031 -0.066
N 0.538942 1.185821 1.018644 0.069 -0.129 -0.180
C 0.705728 2.316090 0.911469 0.070 0.439 0.056
C 0.979780 3.727126 0.767829 -0.115 -0.419 0.036
C 1.954521 4.123468 -0.139511 0.130 0.006 -0.125
C 2.226389 5.472258 -0.293958 -0.065 0.005 0.055
C 1.524781 6.409349 0.455777 0.030 -0.021 -0.032
C 0.548843 6.004298 1.356137 -0.018 -0.061 0.002
C 0.267478 4.656879 1.513509 -0.093 0.066 0.053
H 2.477403 3.376238 -0.722652 -0.026 0.023 0.010
H 2.976237 5.791120 -1.005668 -0.007 0.002 0.010
H 1.733099 7.464321 0.328053 0.000 -0.010 0.001
H -0.009102 6.736610 1.924802 0.016 -0.007 -0.017
H -0.509327 4.319244 2.184918 -0.026 0.015 -0.014

***

14
Properties=species:S:1:pos:R:3:forces:R:3 method="wB97M-V/def2-TZVPD" e_tot_ha=-742.49686 lumo_energy_ev="-3.9 / -8.1" homo_ev="-11.52 / -14.57" charge=+1 orbital_gap_ev="7.635 / 6.481" spin_multiplicity=3
C 1.301786 0.000230 -0.521716 1.912 -2.487 -1.143
C -0.722994 0.553063 0.379108 0.303 -0.673 0.919
C -0.236564 -1.834350 0.345931 1.822 -0.537 -1.084
N 1.303983 1.283971 -0.488412 -0.514 2.606 -0.089
N 0.202671 -0.518581 -0.023622 -2.409 0.457 0.459
N 0.018687 1.683689 -0.181314 1.891 1.869 7.611
Cl -0.726561 2.292730 -1.819198 -2.212 1.702 -5.225
H 2.185747 -0.540869 -0.954722 -1.167 0.306 0.731
H -1.820877 0.371623 0.014360 2.106 0.637 0.502
H -0.588117 0.524875 1.514201 -0.938 0.357 -1.137
H -0.454819 -2.369694 -0.560257 -0.162 -0.504 -0.373
H 0.598417 -2.282648 0.846517 0.266 -0.716 0.348
H -1.082604 -1.805881 0.967027 -1.026 0.261 0.789
H 0.021244 2.641842 0.482098 0.127 -3.279 -2.307

***

16
Properties=species:S:1:pos:R:3:forces:R:3 method="wB97M-V/def2-TZVPD" e_tot_ha=-3430.72417 lumo_energy_ev="0.5 / -2.4" homo_ev="-7.36 / -9.66" charge=0 orbital_gap_ev="7.834 / 7.251" spin_multiplicity=3
C -2.113148 -1.529338 -0.854668 -3.498 -2.798 -1.053
C 2.439077 0.635836 0.285418 -2.660 -3.773 -0.278
C -0.892631 -0.733823 -0.933354 0.920 2.269 0.671
O 1.953257 1.697514 0.881372 -0.210 2.418 0.426
O 0.138800 -1.333923 -0.083065 -1.043 -0.423 -1.512
Si 0.863426 2.794985 1.326048 0.590 -0.392 1.020
Br -0.532749 1.751885 2.806877 0.209 0.354 -0.464
I 2.478715 4.306115 2.504503 -0.495 0.137 -0.099
H -2.566126 -1.864776 0.104392 0.577 1.117 -0.083
H -2.962581 -1.039504 -1.479196 1.393 -0.925 0.958
H -1.940137 -2.616202 -1.298847 -0.117 2.185 0.257
H 1.630551 -0.170535 0.217264 1.861 0.830 0.137
H 3.116469 0.701768 -0.515019 1.091 0.697 -0.691
H 0.108154 -2.295674 -0.301016 0.164 0.993 0.342
H -1.015368 0.431577 -0.627231 0.303 -2.886 -0.390
H -0.705708 -0.735905 -2.033478 0.914 0.197 0.761

***

9
Properties=species:S:1:pos:R:3:forces:R:3 method="wB97M-V/def2-TZVPD" e_tot_ha=-423.21456 lumo_energy_ev=0.0 homo_ev=-10.00 charge=0 orbital_gap_ev=9.949
C 1.461799 0.318429 1.808591 0.063 0.287 0.017
C 2.336709 -0.048574 1.084564 1.004 -4.183 -5.578
N -0.416798 -0.579771 -0.537154 0.249 -0.161 0.799
Si -1.631841 0.145525 -1.242361 0.476 -0.777 -2.070
H 0.620403 0.902332 1.900806 -1.306 1.003 1.224
H -0.587463 -0.463635 0.442249 0.648 -0.322 1.244
H -2.793990 0.803982 -0.700343 -0.560 0.402 0.088
H -1.386887 -0.217020 -2.655777 -0.921 0.738 -0.267
H 2.398069 -0.861269 -0.100576 0.347 3.013 4.544

***

16
Properties=species:S:1:pos:R:3:forces:R:3 method="wB97M-V/def2-TZVPD" e_tot_ha=-547.85677 lumo_energy_ev="-4.4 / -4.3" homo_ev="-12.83 / -12.83" charge=+1 orbital_gap_ev="8.483 / 8.485"
C -1.847889 1.126132 0.800933 2.048 -2.311 0.001
C -1.485859 -1.170920 0.821095 -1.348 3.479 0.746
C -0.639499 1.529024 0.009782 -0.587 -1.278 0.207
C -0.335402 0.338651 -0.959677 0.681 2.945 2.940
C 0.788146 -1.581126 0.378529 1.073 3.898 0.415
N -0.501820 -0.939672 -0.240070 2.016 -3.611 -1.560
I -3.212856 -0.050610 -0.079575 -1.758 -0.394 -0.463
H -2.126586 1.566814 1.715307 -0.323 0.262 0.945
H -0.774282 2.501291 -0.459712 -0.120 -0.189 -0.796
H 0.226635 1.678418 0.621610 0.292 0.036 0.957
H -1.012284 0.486992 -1.696293 -2.278 -0.681 -2.445
H 0.587897 0.595209 -1.384304 1.802 -0.846 -0.475
H 0.710035 -2.465673 0.969839 -1.166 -0.221 0.655
H 1.436074 -1.847343 -0.413361 0.577 -0.006 -1.175
H 1.270789 -0.691283 0.926928 -0.660 -1.742 -0.449
H -0.682256 -1.645977 -0.994882 -0.250 0.660 0.498

***

71
Properties=species:S:1:pos:R:3:forces:R:3 method="wB97M-V/def2-TZVPD" e_tot_ha=-6241.03973 lumo_energy_ev="-3.8 / -3.1" homo_ev="-10.31 / -10.31" charge=+1 orbital_gap_ev="6.545 / 7.260" spin_multiplicity=2
V -0.948286 0.903154 0.844782 -0.298 -0.169 0.026
I -3.373930 1.912278 5.111449 0.010 0.009 -0.002
C -1.415971 2.697270 5.287427 -0.015 -0.014 -0.003
I -0.358391 2.868427 3.451133 0.002 0.028 0.055
H -0.851411 2.047407 5.942847 0.015 -0.012 -0.027
H -1.492526 3.694465 5.701088 0.001 0.005 -0.014
N -4.839129 0.260565 1.783949 -0.013 0.043 -0.021
C -3.703247 0.863986 1.500895 0.057 -0.070 0.047
O -2.607653 0.311282 1.797366 -0.053 -0.002 -0.105
C -3.645264 2.232476 0.915502 0.006 -0.011 0.049
C -2.237349 2.453250 0.384941 -0.184 0.012 0.126
H -4.815902 -0.683911 2.134822 -0.014 -0.004 0.004
H -5.718990 0.653017 1.496182 0.002 0.002 -0.002
H -3.869823 2.922378 1.736087 0.006 0.013 -0.011
H -4.415721 2.356966 0.153983 0.011 -0.007 -0.012
H -1.801412 3.391399 0.713968 0.008 0.003 -0.013
H -2.185841 2.393413 -0.703980 0.075 -0.051 0.004
N -1.309983 0.287863 -7.152507 0.009 -0.006 -0.005
C -1.487678 0.030593 -5.819374 -0.005 -0.004 0.004
C -1.951397 -1.221868 -5.391341 0.001 0.012 0.013
C -2.167292 -1.467588 -4.052793 0.011 -0.014 -0.036
C -1.941677 -0.458377 -3.125361 -0.040 -0.084 0.018
C -1.475645 0.788235 -3.527010 -0.026 0.021 -0.009
C -1.244054 1.028028 -4.863531 0.006 -0.001 0.006
S -2.287424 -0.766124 -1.448037 -0.119 0.093 -0.102
O -3.269017 0.186787 -0.990491 0.013 0.023 0.011
O -2.543416 -2.153848 -1.225576 0.034 -0.023 0.044
N -0.886294 -0.299282 -0.618359 0.080 -0.233 -0.206
C 0.317128 -0.948312 -0.975114 -0.111 0.004 -0.012
N 0.287266 -1.865670 -1.931930 0.002 -0.018 0.023
C 1.447017 -2.423177 -2.253532 0.031 -0.005 0.023
C 2.636954 -2.079623 -1.629618 -0.003 -0.011 -0.018
C 2.547198 -1.119122 -0.640769 0.003 0.027 -0.004
N 1.391690 -0.553377 -0.300465 0.059 0.065 0.044
H -1.277637 -0.485936 -7.792093 -0.003 0.002 -0.003
H -0.776037 1.094953 -7.421423 -0.002 0.005 0.002
H -2.139688 -2.000189 -6.120219 0.001 0.001 -0.004
H -2.504443 -2.439214 -3.718768 0.002 0.011 0.018
H -1.263782 1.565024 -2.803677 -0.012 -0.001 0.014
H -0.874605 1.995815 -5.178830 0.000 -0.001 -0.006
H 1.417715 -3.170003 -3.038915 -0.005 0.001 -0.002
H 3.578810 -2.530056 -1.904206 -0.001 -0.002 -0.003
H 3.426284 -0.778437 -0.101839 -0.004 0.005 0.002
C 2.584606 -2.224462 3.341441 0.015 0.012 0.002
C 1.119402 -2.598977 3.076701 0.047 0.019 0.009
C 0.438088 -3.115822 4.350379 0.004 0.001 0.002
C 1.010206 -3.625562 1.938110 0.001 -0.011 -0.018
C 0.420767 -1.388323 2.631194 -0.086 -0.011 0.043
N -0.128253 -0.462176 2.244442 -0.014 0.095 -0.018
H 3.123261 -3.120835 3.648154 -0.002 -0.004 0.002
H 2.668137 -1.481921 4.135155 -0.003 -0.010 0.000
H 3.059354 -1.825980 2.444151 -0.007 -0.008 0.001
H 0.956663 -4.016537 4.678043 0.002 -0.002 -0.001
H -0.605821 -3.367199 4.165305 0.000 0.001 -0.001
H 0.486755 -2.380099 5.152744 0.003 0.002 -0.001
H 1.511939 -4.541448 2.250446 0.001 0.001 0.006
H 1.491928 -3.261280 1.029732 -0.008 0.004 0.012
H -0.030334 -3.859034 1.713169 -0.001 -0.001 -0.001
Br 5.243272 1.346618 2.589945 0.014 -0.003 0.023
C 4.448725 1.959519 0.991750 0.001 0.023 -0.049
C 5.245909 2.352552 -0.078201 -0.002 -0.018 0.042
N 4.739464 2.758942 -1.236172 -0.024 0.008 -0.005
C 3.416288 2.782086 -1.366995 0.027 0.008 0.015
C 2.547761 2.412045 -0.347593 0.017 -0.011 -0.093
C 3.076371 1.995164 0.866447 0.012 -0.023 0.011
C 1.083355 2.382208 -0.612272 -0.137 0.033 0.210
O 0.579648 2.594707 -1.681945 0.021 0.005 -0.082
O 0.368200 2.076419 0.484491 0.588 0.248 0.001
H 6.325782 2.330480 0.009900 0.002 0.005 -0.016
H 3.016735 3.102056 -2.321396 0.008 -0.002 -0.004
H 2.432679 1.681949 1.676186 -0.017 -0.003 -0.003

***

Q: Among the records above, which one has the lowest charge?
A: C21H25BrMgNOS3Sb

***

Q: Look up the charge of the second one.
A: +1

***

Q: Look up the charge of the fifth one.
A: +1